Record 1
Here is C41H49BBr4N11O3SiY as an isolated structure from the OMol25 dataset. Energies are from wB97M-V/def2-TZVPD.

Atoms and positions in Å:
Y -0.039 -0.252 1.030
C 3.604 0.347 1.835
C 2.812 1.593 1.643
C 3.230 2.880 1.988
C 2.201 3.696 1.594
N 1.224 2.942 1.057
N 1.602 1.629 1.080
B -0.012 3.598 0.359
N -1.375 2.971 0.784
C -2.527 3.653 0.658
C -3.571 2.810 0.941
C -2.965 1.578 1.212
C -3.684 0.319 1.566
N -1.639 1.675 1.098
N 0.068 3.600 -1.165
C -0.333 4.584 -1.999
C -0.480 4.048 -3.251
C -0.163 2.684 -3.091
C -0.256 1.624 -4.139
N 0.172 2.426 -1.835
N -0.048 5.050 0.887
C -0.450 5.427 2.122
C -0.039 6.720 2.330
C 0.642 7.064 1.144
C 1.322 8.349 0.798
N 0.640 6.053 0.293
H 4.070 0.350 2.822
H 4.400 0.294 1.092
H 2.976 -0.534 1.734
H 4.157 3.163 2.452
H 2.120 4.765 1.650
H -2.525 4.689 0.373
H -4.622 3.034 0.938
H -4.757 0.507 1.544
H -3.416 -0.036 2.561
H -3.471 -0.476 0.853
H -0.477 5.587 -1.643
H -0.783 4.552 -4.152
H 0.174 1.970 -5.081
H -1.300 1.363 -4.327
H 0.259 0.715 -3.840
H -0.995 4.753 2.760
H -0.209 7.332 3.199
H 0.847 9.190 1.302
H 1.285 8.515 -0.277
H 2.372 8.330 1.096
Br -1.390 -3.537 -6.081
C -1.163 -2.512 -4.513
C -2.200 -1.732 -4.016
Br -3.849 -1.647 -4.932
C -2.021 -1.013 -2.841
Br -3.379 0.067 -2.108
C -0.822 -1.054 -2.110
O -0.721 -0.453 -0.971
C 0.258 -1.781 -2.680
O 1.478 -1.860 -2.091
C 0.057 -2.515 -3.840
Br 1.513 -3.546 -4.466
C -4.109 -4.579 0.146
C -4.327 -4.223 1.471
C -3.484 -3.335 2.118
C -2.398 -2.780 1.434
C -2.173 -3.157 0.108
C -3.021 -4.043 -0.531
N -1.541 -1.834 2.008
N -1.586 -1.860 3.331
C -0.902 -0.902 3.997
C -0.852 -1.034 5.409
C -0.234 -0.071 6.153
C 0.349 1.034 5.510
C 0.299 1.079 4.138
N -0.286 0.138 3.383
H -4.779 -5.267 -0.352
H -5.171 -4.636 2.007
H -3.657 -3.047 3.145
H -1.310 -2.764 -0.408
H -2.829 -4.314 -1.561
H -1.315 -1.904 5.850
H -0.191 -0.160 7.231
H 0.835 1.824 6.063
H 0.758 1.898 3.595
C 4.573 1.151 -2.013
Si 3.684 -0.339 -2.734
C 3.241 -0.002 -4.524
C 4.763 -1.868 -2.656
C 2.120 -0.613 -1.711
H 5.185 1.640 -2.771
H 5.230 0.866 -1.192
H 3.860 1.885 -1.633
H 4.140 -0.009 -5.143
H 2.758 0.969 -4.642
H 2.567 -0.768 -4.908
H 5.686 -1.723 -3.219
H 4.230 -2.719 -3.082
H 5.028 -2.119 -1.629
H 2.370 -0.690 -0.649
H 1.439 0.232 -1.822
C 0.985 -4.083 1.391
C 1.915 -2.922 1.754
C 2.087 -2.856 3.277
C 3.273 -3.163 1.079
O 1.381 -1.717 1.285
H 1.413 -5.036 1.712
H 0.837 -4.114 0.311
H 0.016 -3.962 1.872
H 2.647 -3.718 3.646
H 1.113 -2.844 3.769
H 2.624 -1.947 3.556
H 3.648 -4.163 1.300
H 4.019 -2.440 1.413
H 3.152 -3.068 0.000

Computed properties:
Multiplicity   2
Energy above the lowest of the compared OMol25 structures with the same formula, charge and spin   15.69 kcal per mole
E_HOMO (spin up / spin down)   -0.1536 / -0.2027 Ha
Net charge   -1
Kohn-Sham gap (spin up / spin down)   0.2353 / 0.2674 Ha

Record 2
Here is C41H49BiGeN5O3 as an isolated structure at a distorted geometry from the OMol25 dataset. Energies are from wB97M-V/def2-TZVPD.

Atoms and positions in Å:
Bi 0.339 -0.021 -0.638
C -3.119 2.347 -3.509
C -3.032 1.916 -2.045
C -4.253 2.218 -1.202
C -4.984 3.361 -1.459
C -6.012 3.789 -0.634
C -6.292 3.063 0.511
C -5.575 1.929 0.818
C -5.844 1.207 2.109
C -6.585 -0.113 1.900
C -4.552 1.438 -0.043
N -3.856 0.387 0.408
C -3.246 -0.562 -0.271
C -1.525 -2.393 -0.536
C -1.668 -3.755 0.016
C -0.428 -4.312 0.087
C 0.502 -3.349 -0.338
N -0.093 -2.192 -0.654
H -2.253 1.974 -4.058
H -3.127 3.433 -3.602
H -4.023 1.960 -3.976
H -2.181 2.429 -1.583
H -2.811 0.852 -2.002
H -4.738 3.963 -2.325
H -6.546 4.702 -0.861
H -7.069 3.409 1.185
H -6.431 1.852 2.771
H -4.888 0.982 2.588
H -7.512 0.049 1.352
H -6.825 -0.579 2.856
H -5.953 -0.788 1.330
H -3.642 -0.884 -1.256
H -2.610 -4.174 0.312
H -0.178 -5.308 0.412
H 1.572 -3.463 -0.349
C 4.829 2.739 3.774
O 3.843 3.288 2.938
C 4.106 4.464 2.297
C 5.228 5.244 2.526
C 5.396 6.465 1.884
C 4.432 6.923 1.007
C 3.316 6.148 0.753
C 3.139 4.909 1.369
N 1.972 4.184 1.115
C 1.850 2.902 0.592
N 3.004 2.232 0.422
C 3.389 0.928 0.082
C 2.583 -0.103 -0.432
C 3.249 -1.278 -0.808
C 4.591 -1.502 -0.575
C 5.364 -0.501 -0.015
C 4.765 0.722 0.260
O 5.551 1.787 0.747
C 6.357 2.394 -0.236
N 0.699 2.427 0.299
C -0.475 3.156 0.430
C -1.458 2.735 1.321
C -2.657 3.414 1.423
C -2.910 4.500 0.605
C -1.958 4.917 -0.310
C -0.738 4.269 -0.389
O 0.285 4.674 -1.238
C -0.096 5.289 -2.442
H 4.402 1.817 4.166
H 5.074 3.406 4.610
H 5.739 2.497 3.213
H 5.979 4.920 3.226
H 6.276 7.056 2.087
H 4.549 7.876 0.512
H 2.557 6.492 0.063
H 1.174 4.758 0.878
H 3.818 2.737 0.752
H 2.676 -2.039 -1.312
H 5.042 -2.452 -0.828
H 6.413 -0.650 0.200
H 6.857 3.234 0.249
H 5.758 2.770 -1.074
H 7.108 1.697 -0.625
H -1.260 1.865 1.924
H -3.408 3.082 2.122
H -3.860 5.010 0.646
H -2.172 5.750 -0.964
H 0.780 5.246 -3.091
H -0.379 6.342 -2.297
H -0.928 4.757 -2.917
C -0.960 -3.877 -3.442
Ge -2.289 -2.712 -2.488
C -3.956 -3.839 -2.369
C -2.646 -1.282 -3.876
C -2.198 -1.290 0.191
H -1.395 -4.234 -4.372
H -0.667 -4.735 -2.848
H -0.060 -3.316 -3.680
H -4.465 -3.890 -3.329
H -4.649 -3.436 -1.636
H -3.688 -4.847 -2.064
H -2.619 -1.754 -4.856
H -1.902 -0.492 -3.856
H -3.626 -0.836 -3.734
H -1.797 -1.090 1.174

Computed properties:
E_HOMO   -0.0871 Ha
Net charge   -1
Kohn-Sham gap   0.1705 Ha